16
Properties=species:S:1:pos:R:3:forces:R:3 method="wB97M-V/def2-TZVPD" total_charge=0 smiles=CO[C@@H](C)CO relative_energy_kj_mol=185.1 gap_ev=10.72 lumo_energy_ha=0.0376 homo_ev=-9.696
C -1.90870 0.27377 -0.87703 0.30 0.02 -0.20
O -0.94741 0.31754 0.19128 1.18 -0.18 -0.37
C 0.55738 0.03221 -0.12771 -1.00 0.53 0.02
C 1.22019 1.28094 0.36963 0.05 0.17 -0.04
C 0.95441 -1.27874 0.60367 -0.33 0.40 -0.09
O -0.27654 -1.93417 0.65929 -0.60 -0.41 0.58
H -1.99066 1.25737 -1.35373 0.16 -0.14 -0.03
H -1.62845 -0.48526 -1.61116 0.02 0.09 -0.07
H -2.92260 0.01189 -0.52034 0.69 0.07 0.35
H 0.62752 -0.15429 -1.20442 -0.12 0.32 0.11
H 0.77485 2.12727 -0.15224 0.23 0.17 0.12
H 2.30692 1.29097 0.24003 -0.13 -0.13 -0.08
H 1.00003 1.36093 1.43934 0.07 0.12 -0.16
H 1.72290 -1.87403 0.05913 -0.66 0.45 -0.06
H 1.41273 -1.10260 1.60217 -0.44 0.19 -0.26
H -0.90256 -1.12380 0.68208 0.60 -1.66 0.19

16
Properties=species:S:1:pos:R:3:forces:R:3 method="wB97M-V/def2-TZVPD" total_charge=0 smiles=OCCCCO relative_energy_kj_mol=213.7 gap_ev=10.76 lumo_energy_ha=0.0319 homo_ev=-9.892
O 2.36101 -1.71763 -0.84106 -0.29 -1.22 -1.37
C 1.68490 -0.74846 -0.08278 0.67 0.31 1.12
C 0.15215 -0.76806 -0.10449 0.77 1.51 -1.97
C -0.53105 0.23499 0.81446 -0.37 -0.54 0.23
C -1.82782 0.75278 0.12511 2.84 2.20 1.49
O -1.70285 2.22648 0.11871 -3.23 -0.28 1.10
H 1.79391 -2.44528 -1.17349 0.27 0.91 0.50
H 2.14122 0.25777 -0.41378 -1.17 -1.27 0.56
H 2.01353 -0.94374 0.92131 0.28 0.35 0.92
H -0.38181 -1.71494 -0.04841 0.61 -0.39 -0.22
H 0.08862 -0.31474 -1.13278 -1.10 -0.80 0.55
H -0.77105 -0.11131 1.86305 0.10 -0.32 -1.21
H 0.16454 1.01481 1.05399 0.19 0.96 -0.45
H -2.01125 0.46473 -0.85818 0.43 -0.70 -1.88
H -2.56294 0.26973 0.67442 -2.26 0.23 1.36
H -2.60910 2.62465 0.37896 2.26 -0.95 -0.73

18
Properties=species:S:1:pos:R:3:forces:R:3 method="wB97M-V/def2-TZVPD" total_charge=-1 smiles=CO[C@@H](O)CP(C)[S-] relative_energy_kj_mol=540.7 gap_ev=6.07 lumo_energy_ha=0.1351 homo_ev=-2.393
C 1.89231 -1.15174 -1.20886 0.23 -4.03 -0.65
O 2.28380 -0.22592 -0.26259 1.35 0.10 -1.31
C 1.35561 0.66500 0.21762 0.22 -0.35 -0.97
O 0.57933 1.20344 -0.87874 0.14 2.99 1.76
C 0.25653 -0.05321 0.89352 -0.99 -4.88 1.96
P -1.36133 -0.72786 -0.02397 1.41 5.63 -3.76
C -2.46205 0.94218 0.39892 2.70 -0.11 -3.51
S -2.15181 -2.07264 0.94883 -2.01 -4.06 3.47
H 2.83164 -1.55179 -1.76212 -1.39 0.75 1.07
H 1.13091 -0.99023 -1.97196 0.12 1.42 0.10
H 1.38668 -2.04991 -0.70630 0.93 0.77 -0.29
H 2.15458 1.36706 0.69345 -2.30 -0.30 -0.06
H -0.11272 1.65045 -0.26972 1.11 -0.77 -2.30
H 0.39874 -1.12725 1.33178 1.04 1.91 -0.46
H -0.28033 0.37946 1.65677 -0.61 1.75 2.09
H -3.02475 0.95324 1.28954 -0.17 0.23 1.39
H -1.74052 1.82123 0.11703 -1.51 -0.99 1.27
H -3.13662 0.96850 -0.46318 -0.27 -0.09 0.22